DFT (ωB97M-V with the def2-TZVPD basis set) results for C32H26Cl8MoN2O5S2Si as an isolated structure at a distorted geometry.

Calculated values
Highest occupied orbital energy (spin up / spin down)   -7.866 / -8.700 eV
E_LUMO (spin up / spin down)   -0.0698 / -0.0723 Eh
Gap between HOMO and LUMO (spin up / spin down)   5.97 / 6.73 eV

ORCA input file:
```
! RIJCOSX wB97M-V def2-TZVPD def2/J DEFGRID3
* xyz 0 3
Mo 1.54665 1.80990 -0.61059
O -2.47770 1.71478 -2.22356
C -1.59132 2.09213 -1.47308
O -0.42524 1.50215 -1.38769
C -1.89334 3.25681 -0.53532
C -1.72076 2.86803 0.94390
C -2.56250 3.79012 1.82512
C -1.77885 5.12185 1.68213
C -0.56357 4.67770 0.85120
O -0.37913 3.29752 1.24843
C -0.98642 4.54215 -0.63207
C 0.21085 4.42933 -1.55350
O 0.37822 5.09449 -2.52887
O 1.12017 3.50875 -1.14497
H -2.92779 3.51357 -0.73171
H -1.83200 1.80872 1.14908
H -2.54632 3.43042 2.85426
H -3.60093 3.85647 1.49337
H -1.46870 5.51852 2.64569
H -2.34785 5.89240 1.15972
H 0.33935 5.24281 1.02332
H -1.53828 5.40355 -0.98486
S 0.60038 0.33643 1.19215
C 0.07932 -1.03200 0.40406
N -0.75028 -1.88647 0.98273
C -0.93184 -3.21239 0.38116
C -1.13564 -3.04958 -1.09133
N -0.00831 -2.30896 -1.66729
C 0.42534 -2.72965 -3.00880
C 1.22616 -4.01218 -2.94585
C 0.72782 -5.17958 -3.51204
C 1.45093 -6.36615 -3.43529
C 2.67534 -6.38982 -2.78487
C 3.18015 -5.22463 -2.21522
C 2.46148 -4.04135 -2.29556
C 0.56001 -1.32387 -0.98179
S 1.77894 -0.38765 -1.63759
C -1.43531 -1.59341 2.25415
C -2.93092 -1.72203 2.09115
C -3.59676 -0.83869 1.24207
C -4.96091 -0.96775 1.02759
C -5.67130 -1.98228 1.66320
C -5.01462 -2.85931 2.51550
C -3.64536 -2.73025 2.72545
H -1.80135 -3.68597 0.82573
H -0.05178 -3.82923 0.57791
H -2.06396 -2.50467 -1.27894
H -1.19438 -4.02311 -1.57281
H 0.99708 -1.92440 -3.45712
H -0.47297 -2.87762 -3.60805
H -0.22787 -5.16078 -4.03003
H 1.05426 -7.27026 -3.88385
H 3.24176 -7.31140 -2.72807
H 4.14094 -5.23629 -1.71310
H 2.87060 -3.13010 -1.86641
H -1.17463 -0.57880 2.53066
H -1.06262 -2.25666 3.03636
H -3.04186 -0.04829 0.73870
H -5.46949 -0.27551 0.36542
H -6.73664 -2.08874 1.49047
H -5.56633 -3.64728 3.01690
H -3.13159 -3.41367 3.39651
Cl 3.04878 4.99680 0.42519
C 3.49287 3.55987 1.29752
C 3.13819 2.25668 0.85849
C 3.76408 1.23042 1.61780
Cl 3.68361 -0.44410 1.14187
C 4.50759 1.45681 2.77723
Cl 5.15045 0.14708 3.69973
C 4.73741 2.75275 3.20633
Cl 5.61580 3.04504 4.65373
C 4.26728 3.80654 2.43714
Cl 4.65075 5.41519 2.92348
Cl 4.47726 3.79700 -2.33039
Si 3.47534 2.01500 -2.27229
Cl 2.67407 1.76680 -4.15728
Cl 4.96817 0.59031 -2.09242
*
```

---

DFT (ωB97M-V with the def2-TZVPD basis set) results for C32H26I2MoN6O2S as an isolated structure.

Calculated values
Highest occupied orbital energy (spin up / spin down)   -9.681 / -9.586 eV
E_LUMO (spin up / spin down)   -0.1071 / -0.1103 Eh
Gap between HOMO and LUMO (spin up / spin down)   6.77 / 6.59 eV

ORCA input file:
```
! RIJCOSX wB97M-V def2-TZVPD def2/J DEFGRID3
* xyz 1 2
Mo 0.12311 -0.29025 0.04775
C 0.80388 -3.09293 1.38450
N -0.36220 -2.42707 0.73353
C -1.51381 -2.32688 1.67394
C -1.58705 -0.99858 2.36190
C -1.57752 -0.86102 3.73152
C -1.81316 0.39572 4.27251
C -2.09587 1.44571 3.41724
C -2.02017 1.22792 2.05254
N -1.72937 0.03753 1.51501
C -0.79483 -3.25211 -0.42041
C -1.67543 -2.47269 -1.34115
C -2.62227 -3.10316 -2.12964
C -3.33480 -2.35987 -3.05325
C -3.08006 -1.00173 -3.14969
C -2.12661 -0.44937 -2.31883
N -1.42979 -1.15566 -1.42168
C 2.04753 -2.26401 1.33695
C 3.15590 -2.59707 2.09065
C 4.32539 -1.87703 1.91736
C 4.33942 -0.85852 0.98032
C 3.18158 -0.57287 0.28601
N 2.04272 -1.25614 0.46393
H 1.01731 -4.01564 0.83948
H 0.56527 -3.38692 2.40641
H -1.49610 -3.14672 2.39401
H -2.42844 -2.43037 1.08850
H -1.40478 -1.72114 4.36362
H -1.80002 0.54465 5.34390
H -2.33664 2.43114 3.79018
H -2.19304 2.03968 1.35983
H -1.28702 -4.16548 -0.07224
H 0.09366 -3.51976 -0.99484
H -2.77968 -4.16823 -2.02753
H -4.07152 -2.83187 -3.68920
H -3.60248 -0.37632 -3.85901
H -1.89805 0.60097 -2.38278
H 3.09744 -3.41515 2.79634
H 5.20608 -2.10822 2.50111
H 5.22625 -0.26963 0.79679
H 3.13849 0.23033 -0.43335
O 1.33872 0.17087 -1.53837
N 0.95384 0.11011 -2.83375
C 0.74878 1.29451 -3.46304
C 0.38419 1.34599 -4.77040
C 0.25844 0.12654 -5.46710
C 0.55806 -1.04568 -4.84205
C 0.98825 -1.09910 -3.48287
S 1.54564 -2.49474 -2.74092
H 0.92270 2.15892 -2.84238
H 0.23150 2.30068 -5.25055
H -0.03943 0.12423 -6.50734
H 0.52304 -1.99004 -5.36515
I 2.25831 1.24467 4.58901
C 1.49207 2.45572 3.08626
C 1.47778 3.85191 3.23005
C 0.92319 4.66022 2.27279
I 0.92685 6.72352 2.57605
C 0.34089 4.08580 1.11504
C -0.32621 4.80485 0.09925
C -0.90919 4.13163 -0.93521
C -0.81816 2.73208 -0.98313
N -0.18318 2.01644 -0.08222
C 0.38751 2.68068 0.97039
C 0.96859 1.84060 1.96360
O 0.93944 0.55659 1.78849
H 1.90630 4.29000 4.12135
H -0.38527 5.88344 0.16053
H -1.44116 4.65525 -1.71688
H -1.27478 2.20308 -1.80365
*
```

---

DFT (ωB97M-V with the def2-TZVPD basis set) results for C32H27BrCeCl2N6O3 as an isolated structure at a distorted geometry.

Calculated values
Highest occupied orbital energy   -13.742 eV
E_LUMO   -0.2551 Eh
Gap between HOMO and LUMO   6.80 eV

ORCA input file:
```
! RIJCOSX wB97M-V def2-TZVPD def2/J DEFGRID3
* xyz 2 1
Ce 8.58708 16.65922 9.29492
O 9.75154 18.20432 10.02388
C 9.80867 19.23915 10.81703
C 10.90113 20.12735 10.68294
C 10.98456 21.25273 11.43230
C 10.07784 21.57402 12.46426
C 9.07857 20.66585 12.69179
C 8.91320 19.51494 11.88852
C 7.95938 18.49364 12.21098
N 7.61204 17.47806 11.49320
C 6.68196 16.52060 12.11124
C 6.95148 15.08267 11.73207
N 6.99091 15.17715 10.24372
C 6.20431 14.34997 9.62134
C 5.92377 14.22963 8.22578
C 5.07330 13.20282 7.71644
C 4.81740 13.03197 6.34022
C 5.30052 14.06276 5.51086
C 6.01192 15.11943 6.00914
C 6.36078 15.20221 7.34890
O 7.07285 16.20564 7.90679
H 11.62904 19.88533 9.91558
H 11.88722 21.90409 11.36832
H 10.16875 22.41808 13.11051
H 8.37207 20.75112 13.52882
H 7.44355 18.59518 13.13155
H 5.68226 16.71714 11.74215
H 6.60810 16.67444 13.22589
H 6.15874 14.42830 12.07510
H 7.94780 14.72290 12.08079
H 5.61526 13.63570 10.16573
H 4.63298 12.45683 8.37907
H 4.18930 12.21132 6.02081
H 5.07873 14.09463 4.46074
H 6.26726 15.88757 5.32578
O 14.32926 15.41512 12.47863
C 13.12840 15.48037 11.84938
C 11.96236 14.87367 12.27920
C 10.82105 15.03298 11.53422
N 10.78661 15.57919 10.30513
C 11.94550 16.06826 9.87044
Br 12.10145 16.90832 8.15877
C 13.11064 16.09977 10.62148
H 14.30612 14.86395 13.26996
H 11.91006 14.31121 13.18889
H 9.93168 14.59588 11.88837
H 13.98747 16.61530 10.25520
N 14.23466 7.41554 7.86556
C 13.56118 8.34095 7.78252
C 12.66791 9.42989 7.41695
C 13.19360 10.45651 6.64804
C 12.47783 11.58850 6.41425
C 11.16154 11.69600 6.95771
C 10.64163 10.66180 7.74191
C 11.43520 9.53496 8.01155
N 10.37734 12.92462 6.94537
C 9.97401 13.70098 5.82573
C 9.50767 14.82879 6.34017
N 9.54582 14.80284 7.74337
C 10.16801 13.69599 8.04278
H 14.12540 10.37354 6.18735
H 12.85544 12.35818 5.77750
H 9.69622 10.84096 8.20298
H 11.08421 8.78532 8.67542
H 10.06963 13.37422 4.81279
H 9.16886 15.74208 5.84592
H 10.42915 13.32093 9.02507
Cl 7.22454 19.44992 8.77534
C 7.82951 19.71011 7.18901
Cl 9.26032 18.70522 6.86990
H 8.08450 20.75799 7.04165
H 7.01447 19.41606 6.47482
*
```

---

DFT (ωB97M-V with the def2-TZVPD basis set) results for C32H27BrF3IN8O5S3Zn as an isolated structure.

Calculated values
Highest occupied orbital energy   -7.639 eV
E_LUMO   -0.0040 Eh
Gap between HOMO and LUMO   7.53 eV

ORCA input file:
```
! RIJCOSX wB97M-V def2-TZVPD def2/J DEFGRID3
* xyz 0 1
Zn 0.08734 -0.48542 -0.62020
C -2.97218 -0.85261 -0.58774
N -1.87546 -1.17004 0.32622
C -1.93818 -0.60512 1.67122
C -1.14801 0.66706 1.77627
N -0.32288 1.10765 0.86909
C 0.21370 2.28694 1.38469
C 1.11886 3.18944 0.83518
C 1.46550 4.28938 1.59307
C 0.92612 4.50248 2.87056
C 0.01488 3.62330 3.42165
C -0.32615 2.52131 2.64901
N -1.20476 1.46920 2.86748
C -2.55178 0.12205 -1.65032
N -1.35083 0.60489 -1.76803
C -1.38256 1.45865 -2.86637
C -0.38170 2.24195 -3.43198
C -0.71694 3.00542 -4.53189
C -2.01873 3.00433 -5.05605
C -3.02364 2.24473 -4.49113
C -2.67260 1.47928 -3.38938
N -3.40322 0.61861 -2.57982
H -3.81885 -0.42628 -0.03853
H -3.32636 -1.76578 -1.07264
H -1.71059 -2.16546 0.37022
H -1.49723 -1.32265 2.36452
H -2.97203 -0.42092 1.98562
H 1.54002 3.03043 -0.14719
H 2.17305 5.00409 1.19524
H 1.22878 5.37448 3.43402
H -0.40514 3.78528 4.40522
H -1.73826 1.29707 3.70148
H 0.62161 2.24968 -3.02691
H 0.04088 3.61624 -5.00363
H -2.23669 3.60707 -5.92725
H -4.02392 2.23159 -4.90148
H -4.36518 0.35788 -2.70377
Br 5.49906 1.39004 -3.11641
C 4.03931 0.70975 -4.11289
C 4.20070 0.58416 -5.48454
C 3.16192 0.09941 -6.26625
C 1.95657 -0.25558 -5.68448
C 1.78838 -0.12729 -4.31301
C 2.82874 0.35006 -3.53042
I 2.57446 0.47973 -1.46514
H 5.14404 0.86747 -5.92995
H 3.30400 -0.00437 -7.33357
H 1.14166 -0.65120 -6.27545
H 0.84693 -0.41297 -3.85994
F 1.68341 -0.22828 4.26892
C 1.88794 -1.39271 3.64868
F 2.95043 -1.97903 4.18709
F 0.82010 -2.16825 3.88498
S 2.13182 -1.12954 1.82229
O 2.46256 0.26978 1.69052
O 3.12550 -2.08545 1.42794
O 0.77181 -1.42679 1.31071
N -5.18764 -7.02143 -4.13165
C -4.34185 -5.93621 -4.27180
C -3.16196 -6.04316 -5.00782
C -2.33854 -4.94441 -5.18360
C -2.67846 -3.72108 -4.62580
C -3.85610 -3.60506 -3.89816
C -4.68017 -4.69724 -3.71593
S -1.63889 -2.30611 -4.84794
O -0.56967 -2.73650 -5.72246
O -2.48064 -1.21947 -5.27783
N -1.10975 -1.91366 -3.39137
C -0.22080 -2.67938 -2.76302
S 0.40188 -4.21922 -3.31493
C 1.20257 -4.44786 -1.80434
C 1.02048 -3.37836 -1.01555
N 0.24316 -2.36211 -1.54782
H -4.80594 -7.93190 -4.31727
H -5.86552 -6.99166 -3.39122
H -2.89233 -6.99740 -5.44453
H -1.42714 -5.02213 -5.75950
H -4.12266 -2.64095 -3.48930
H -5.60353 -4.59954 -3.15618
H 1.79885 -5.32129 -1.60710
H 1.46364 -3.23730 -0.04506
*
```

---

DFT (ωB97M-V with the def2-TZVPD basis set) results for C32H27N5O4PdS as an isolated structure at a distorted geometry.

Calculated values
Highest occupied orbital energy   0.141 eV
E_LUMO   0.1135 Eh
Gap between HOMO and LUMO   2.95 eV

ORCA input file:
```
! RIJCOSX wB97M-V def2-TZVPD def2/J DEFGRID3
* xyz -2 1
Pd 0.31349 -0.73081 -0.94772
C -3.11912 -1.06795 -4.73771
O -3.91141 -0.73864 -3.62405
C -3.44429 -1.07886 -2.35226
C -4.25715 -0.66283 -1.32014
C -3.95532 -0.92403 0.01593
C -2.77097 -1.56176 0.33164
C -1.91046 -1.97018 -0.68163
C -0.61649 -2.59472 -0.41805
N 0.07177 -2.30810 0.65671
N 1.20393 -3.00616 0.88402
C 2.29341 -2.73361 0.20992
O 2.50397 -1.76468 -0.57950
C 3.38521 -3.71015 0.48959
C 3.35319 -4.48687 1.64678
C 4.32068 -5.44226 1.87910
C 5.34109 -5.64039 0.95976
C 5.37208 -4.88294 -0.20133
C 4.40698 -3.92076 -0.43449
C -2.21160 -1.77157 -2.08988
O -1.39534 -2.15397 -2.97535
H -3.52556 -0.49052 -5.57253
H -3.18581 -2.13850 -4.96469
H -2.07136 -0.81585 -4.58428
H -5.14806 -0.10175 -1.57379
H -4.63272 -0.60334 0.79823
H -2.48443 -1.75060 1.35951
H -0.26967 -3.38280 -1.11050
H 2.54197 -4.32366 2.33865
H 4.28923 -6.04167 2.78213
H 6.10660 -6.38605 1.14956
H 6.15820 -5.05163 -0.92670
H 4.41735 -3.33018 -1.33944
C 1.45830 1.63143 -2.29109
S 0.26106 0.36805 -2.92597
O 0.81755 -0.01899 -4.22191
C -0.96816 1.63802 -3.34897
C -1.26672 1.88320 -4.67734
C -2.23010 2.81775 -5.01523
C -2.87696 3.52701 -4.01446
C -2.57017 3.28444 -2.68346
C -1.63260 2.32481 -2.34825
H 1.71058 2.33612 -3.07585
H 2.33438 1.06683 -1.97786
H 1.00920 2.12774 -1.43632
H -0.73239 1.32450 -5.43184
H -2.46590 3.00268 -6.05709
H -3.62260 4.26717 -4.27673
H -3.05774 3.85702 -1.90440
H -1.41388 2.09864 -1.31440
N 2.31821 4.54529 8.50995
C 1.91522 4.05292 7.53616
C 1.42165 3.48885 6.37006
C 0.38632 4.13165 5.64542
C -0.09737 3.58688 4.49034
C 0.42488 2.38342 3.98364
C 1.44997 1.73526 4.69319
C 1.93062 2.26671 5.85910
N -0.07753 1.86539 2.78657
C -1.40076 1.84857 2.42795
C -1.45338 1.34602 1.16115
N -0.19175 1.07904 0.71859
C 0.60783 1.38839 1.71341
H -0.00931 5.06960 6.01317
H -0.87704 4.09370 3.93736
H 1.83825 0.79875 4.31908
H 2.71006 1.75563 6.40854
H -2.17536 2.14140 3.10760
H -2.32052 1.15296 0.56060
H 1.67677 1.30098 1.69181
*
```

---

DFT (ωB97M-V with the def2-TZVPD basis set) results for C32H27N7O11P2SW as an isolated structure at a distorted geometry.

Calculated values
Highest occupied orbital energy (spin up / spin down)   -7.711 / -7.917 eV
E_LUMO (spin up / spin down)   -0.0433 / -0.0648 Eh
Gap between HOMO and LUMO (spin up / spin down)   6.53 / 6.15 eV

ORCA input file:
```
! RIJCOSX wB97M-V def2-TZVPD def2/J DEFGRID3
* xyz 0 3
W -0.53476 0.26988 -2.25296
O -3.05008 4.20075 1.21967
C -2.20811 4.87558 0.43769
C -2.08252 6.23440 0.71994
C -1.45999 6.99533 -0.23127
C -0.84388 6.43938 -1.35357
C -0.71479 5.05376 -1.43867
C -1.40033 4.23558 -0.57327
C -1.40046 2.79556 -0.80848
O -0.52134 2.22255 -1.51973
N -2.46869 2.08920 -0.43603
N -2.29277 0.84353 -1.01394
C -3.25102 0.01325 -0.93338
C -3.05101 -1.26617 -1.56611
C -3.98334 -2.32143 -1.65452
C -3.74174 -3.39594 -2.47746
C -2.65547 -3.39447 -3.30595
C -1.69923 -2.43240 -3.17140
N -1.89927 -1.31183 -2.37570
H -3.24401 3.35184 0.79404
H -2.56742 6.53067 1.60821
H -1.48541 8.09817 -0.16897
H -0.59102 7.08404 -2.17431
H -0.13339 4.50300 -2.15626
H -4.17631 0.28782 -0.41509
H -4.87053 -2.19499 -0.98308
H -4.43578 -4.19313 -2.42087
H -2.33399 -4.26889 -3.84329
H -0.82257 -2.47636 -3.68361
O 2.94932 -0.21514 -4.27851
P 1.48872 0.24456 -3.94118
O 1.35275 1.28177 -2.81985
O 0.59652 -0.99789 -3.58120
O 0.89182 0.86020 -5.24678
P -0.53124 1.70606 -5.23868
O -1.22779 1.02085 -6.46927
O -0.31216 3.14573 -5.32338
O -1.25903 1.13554 -4.05452
H 3.54494 0.54721 -4.52059
H -1.35207 1.66711 -7.16385
O 0.71786 -0.66539 -0.98032
C 0.31349 -1.33920 0.05762
N 1.19304 -2.22550 0.56976
C 0.69894 -2.74864 1.76097
C -0.71760 -2.02116 1.80310
O -1.46726 -2.18259 2.73300
N -0.81872 -1.23323 0.69346
C 1.59511 -2.40213 2.88162
C 2.65360 -3.26092 3.25447
C 3.37022 -3.07482 4.43439
C 3.16300 -1.94201 5.19205
C 2.19402 -1.00239 4.76609
C 1.40298 -1.30927 3.66997
C 0.61884 -4.30589 1.74986
C 1.23141 -4.97167 0.69625
C 1.29288 -6.36865 0.67862
C 0.83976 -7.12847 1.74989
C 0.17505 -6.44328 2.77280
C 0.11300 -5.08481 2.79491
H 2.16567 -2.10410 0.35905
H 2.91863 -4.13047 2.62799
H 4.11519 -3.79037 4.72388
H 3.67028 -1.77461 6.09763
H 2.01083 -0.15354 5.37513
H 0.59930 -0.60731 3.36778
H 1.57755 -4.49394 -0.18734
H 1.88857 -6.88058 -0.08094
H 0.91927 -8.22268 1.74518
H -0.32553 -7.09032 3.50287
H -0.45937 -4.66387 3.61239
S -0.40347 2.19760 2.50097
C 0.82202 3.09038 1.88815
N 0.89793 4.45811 2.13518
C 1.96813 5.17424 1.74392
C 2.88001 4.63800 0.92347
C 2.76128 3.23303 0.70612
N 1.82232 2.48850 1.10927
H 0.11693 4.90017 2.65370
H 2.03788 6.20708 2.01415
H 3.72828 5.27687 0.57844
H 3.49612 2.69318 0.14065
*
```

---

Number 1: total energy -6556.54910 a.u.. Number 2: total energy -2775.65215 a.u.. Number 3: total energy -5758.98441 a.u.. Number 4: total energy -8195.25559 a.u.. Number 5: total energy -2336.33223 a.u.. Number 6: total energy -3594.91258 a.u..